The following is a quantum chemistry calculation of an isolated ion of composition C8H15Br2N4O2 and charge +1, from the OMol25 dataset.

The geometry in XYZ format:
```
31
Properties=species:S:1:pos:R:3:forces:R:3:nbo_charge:R:1
C 1.6924 2.0105 -1.7119 -0.6 -0.2 0.0 -0.671
C 1.8544 0.4387 -1.2754 0.1 0.4 -0.1 0.063
O 3.2787 0.0372 -1.1611 -1.4 2.2 1.3 -0.717
C 1.1307 -0.5699 -2.3834 1.5 0.4 0.5 -0.116
O -0.1493 -0.9837 -1.7734 1.0 -1.0 -0.4 -0.341
N -0.9815 0.0706 -1.7318 -2.6 3.3 0.4 -0.278
C -1.7969 0.4363 -0.6900 -1.9 0.9 2.9 0.583
N -2.7568 1.6403 -0.7422 -0.1 -2.5 3.8 -0.470
C -3.4994 1.7044 0.5745 6.5 -5.9 -3.1 0.259
N -2.8979 0.5164 1.2923 -2.9 3.4 0.4 -0.369
N -1.9016 -0.2493 0.6540 -0.6 2.9 -4.0 -0.258
C -1.2024 -1.4533 1.2441 0.2 -0.2 1.0 -0.096
Br -2.6621 -2.5348 2.1729 0.9 0.6 -0.7 0.041
C -0.0826 -1.1119 2.3937 1.0 -1.7 0.9 -0.303
C 1.4400 -1.6761 2.0353 0.7 0.8 0.3 -0.662
Br 0.1246 0.8321 2.8224 -0.5 -1.0 -0.3 0.024
H 2.7498 2.4363 -2.0212 -2.3 -0.8 0.6 0.256
H 1.1815 2.6333 -0.8360 1.4 -1.3 -1.8 0.233
H 0.9302 2.0707 -2.6194 1.8 0.1 1.7 0.202
H 1.3783 0.3340 -0.1901 0.6 -0.2 -2.4 0.177
H 3.6483 0.6997 -0.4771 -0.6 -1.6 -1.6 0.479
H 1.7539 -1.5553 -2.5822 -1.5 2.1 0.7 0.259
H 0.9445 -0.0390 -3.4276 0.3 -1.0 2.2 0.202
H -1.0094 0.6837 -2.5986 -0.2 -1.0 1.5 0.431
H -4.3245 2.4232 0.9886 1.9 -1.6 -1.0 0.309
H -3.2417 0.3481 2.2628 1.0 -0.5 -1.2 0.458
H -0.7315 -2.1892 0.4660 -1.2 2.0 1.1 0.303
H -0.4057 -1.6517 3.4036 0.5 1.5 -2.3 0.272
H 1.5111 -2.1997 0.9898 -0.3 0.8 2.1 0.231
H 1.8456 -2.3624 2.9204 -1.1 1.3 -2.1 0.259
H 2.1792 -0.7394 2.0009 -1.7 -2.2 0.0 0.243
```
Positions in Å, forces in eV/Å.

## Properties
HOMO   -12.8 eV
Multiplicity   1
Kohn-Sham gap   8.698 eV
SMILES   C[C@H](O)CONc1nc[nH][n+]1[C@H](Br)[C@@H](C)Br
Net charge   +1
Total energy   -5830.806221 Ha